# 1
Here is a structure of composition C45H41IrN7O3P from the OMol25 dataset. Energies are from ωB97M-V/def2-TZVPD.

XYZ file:
```
98
Properties=species:S:1:pos:R:3:forces:R:3
Ir -0.431 0.360 -0.377 -0.7 0.4 -0.1
P -0.669 -2.905 -1.472 0.1 -0.3 -0.2
O -0.602 2.465 -0.400 0.3 -0.6 0.4
O -2.560 2.670 0.688 0.1 -0.2 0.0
O -0.607 -1.745 -0.451 0.2 0.7 0.2
N 1.521 0.579 -0.205 -0.1 0.1 -0.1
N 0.104 0.773 -2.381 -0.1 -0.2 0.2
N -0.633 -0.104 3.948 0.0 0.0 0.1
N -2.492 0.456 -0.268 0.2 -0.4 -0.2
N 2.085 0.536 1.037 0.2 -0.2 0.0
N -3.307 -0.480 0.197 0.0 0.0 0.0
N -0.154 0.164 1.693 0.1 0.1 -0.3
C -0.636 0.878 -3.480 -0.1 0.0 -0.1
C 1.994 1.563 -3.628 0.1 0.0 0.1
C -4.550 1.354 0.310 0.1 0.0 0.1
C -1.189 6.111 2.608 0.0 0.0 0.0
C -3.031 -1.956 -2.541 0.0 -0.1 -0.1
C 2.380 0.117 6.039 0.0 0.0 0.0
C 1.225 0.312 1.979 -0.1 0.0 -0.1
C 0.702 0.024 4.353 0.1 0.0 -0.1
C 0.499 -6.702 -0.735 0.0 0.0 0.0
C 0.482 -2.692 -2.823 -0.1 0.2 0.0
C 3.001 0.388 3.729 0.0 0.0 0.0
C -0.112 5.250 0.177 0.1 0.0 0.0
C 0.516 4.859 -1.137 -0.1 -0.1 0.0
C -4.211 -4.452 -2.788 0.0 0.0 0.0
C 1.422 1.113 -2.456 -0.1 -0.1 -0.1
C 2.706 -2.136 -3.550 0.0 0.0 0.1
C 1.771 -2.239 -2.534 0.0 -0.1 0.0
C -0.992 -0.035 2.684 -0.1 0.0 -0.1
C 1.212 1.669 -4.771 0.0 0.0 0.0
C -2.347 3.973 3.070 -0.1 0.0 -0.1
C 1.660 0.237 3.359 -0.1 0.0 0.0
C 2.357 -2.480 -4.852 0.0 0.0 0.0
C -0.397 6.977 1.862 0.0 0.0 0.0
C -0.122 1.317 -4.692 0.0 0.0 0.0
C 0.251 -5.495 -1.371 0.1 0.0 0.1
C -4.913 -3.313 -3.153 0.0 0.0 0.0
C 1.079 -2.936 -5.141 0.0 0.0 0.0
C -0.267 -4.426 -0.639 0.1 0.1 0.1
C -0.097 8.363 2.340 0.1 0.0 0.0
C -0.974 4.406 0.930 0.0 0.0 -0.1
C 0.136 6.519 0.658 0.0 0.0 0.0
C 3.352 0.343 5.060 0.0 0.0 0.0
C -1.343 3.122 0.377 -0.1 0.1 0.0
C 2.181 0.994 -1.221 0.1 -0.1 0.2
C -0.520 -4.563 0.726 0.0 0.0 0.0
C 0.137 -3.045 -4.127 0.0 0.1 0.0
C -4.563 0.032 0.509 -0.1 0.1 0.0
C -1.504 4.839 2.170 -0.1 0.0 0.0
C 0.231 -6.841 0.620 0.0 0.0 0.0
C -0.267 -5.772 1.353 0.0 0.0 0.0
C -4.321 -2.060 -3.034 0.0 0.0 0.0
C 1.054 -0.052 5.693 0.0 0.0 0.1
C -2.924 -4.349 -2.277 0.0 -0.1 0.0
C -2.326 -3.097 -2.149 0.1 0.2 0.2
C -3.193 1.715 -0.205 0.0 0.2 -0.1
H 3.716 -1.814 -3.328 0.0 0.0 0.0
H -2.561 -0.988 -2.449 0.0 0.1 0.0
H 1.637 2.024 -5.700 0.0 0.0 0.0
H -2.273 4.322 4.098 0.0 0.0 0.0
H 4.384 0.480 5.348 0.0 0.0 0.0
H 3.093 -2.407 -5.642 0.0 0.0 0.0
H -0.459 -5.884 2.411 0.0 0.0 0.0
H -3.399 4.019 2.782 0.0 0.0 0.0
H -0.225 4.504 -1.856 0.0 0.0 0.0
H -1.679 0.610 -3.404 0.0 0.0 0.1
H -2.045 -0.152 2.463 0.0 0.0 0.0
H -0.903 -3.723 1.293 0.0 0.0 0.0
H -5.923 -3.401 -3.530 0.0 0.0 0.0
H 2.669 0.070 7.080 0.0 0.0 0.0
H -0.630 8.602 3.257 0.0 0.0 0.0
H 0.819 -3.221 -6.151 0.0 0.0 0.0
H -1.341 -0.239 4.657 0.0 0.0 0.0
H -3.027 -1.449 0.111 0.0 0.0 0.0
H -5.336 2.066 0.497 -0.1 0.0 -0.1
H -0.358 9.095 1.575 0.0 0.0 0.0
H -4.865 -1.173 -3.334 0.0 0.0 0.0
H 3.743 0.534 2.957 0.0 0.1 0.0
H 1.024 5.716 -1.570 0.0 0.0 0.0
H -4.668 -5.426 -2.899 0.0 0.0 0.0
H 0.307 -0.247 6.452 0.0 0.1 0.0
H 0.974 8.476 2.524 0.0 0.0 0.0
H 2.043 -2.005 -1.510 0.0 0.0 0.0
H 0.910 -7.530 -1.296 0.0 0.0 0.0
H -2.395 -5.244 -1.975 0.0 0.0 0.0
H -1.578 6.443 3.564 0.0 0.0 0.0
H -3.202 2.177 -1.200 0.0 0.0 0.0
H 0.412 -7.790 1.108 0.0 0.0 0.0
H -2.044 2.926 3.037 0.0 0.0 0.1
H -0.858 -3.412 -4.346 0.0 0.0 0.0
H 3.227 1.264 -1.124 0.0 0.0 -0.1
H 0.769 7.181 0.080 0.0 0.0 0.0
H 0.471 -5.388 -2.426 0.0 0.0 0.0
H -0.774 1.386 -5.551 0.0 0.0 0.0
H -5.351 -0.617 0.853 0.0 0.0 0.0
H 1.243 4.058 -1.000 0.0 0.0 0.0
H 3.043 1.829 -3.632 0.0 0.0 0.0
```
Forces are in eV/Å.

Output
Energy above the lowest of the compared OMol25 structures with the same formula, charge and spin: 0.00 kcal/mol
E_tot: -76010.4635 eV
HOMO-LUMO gap (alpha / beta): 7.052 / 6.729 eV
Multiplicity: 2
Charge: +3


# 2
Here is a structure of composition C9H15Cl16FNNbO3P at a distorted geometry from the OMol25 dataset. Energies are from ωB97M-V/def2-TZVPD.

XYZ file:
```
47
Properties=species:S:1:pos:R:3:forces:R:3
Nb -0.734 1.355 1.815 2.5 -3.4 -2.8
Cl -4.460 -1.119 -6.941 -0.1 -0.2 0.2
Cl 0.289 -2.460 -0.981 0.1 -0.1 -0.6
Cl 5.214 0.720 -6.200 -0.2 0.0 -0.1
Cl 3.225 -0.268 -8.067 0.0 0.1 0.2
Cl 1.883 -4.109 3.542 0.2 -0.5 0.4
Cl 0.999 -0.390 -2.874 -0.2 -0.3 0.1
Cl 2.445 1.537 -5.934 0.2 -0.2 -0.1
Cl -3.551 -2.477 -4.546 -1.0 0.0 -0.4
Cl 2.805 -5.403 5.967 -0.1 0.0 -0.1
Cl -5.149 -3.902 -6.502 0.0 0.2 0.1
Cl 3.215 -1.186 -5.316 0.2 0.4 -0.4
Cl -6.359 -1.833 -4.869 0.2 -0.1 -0.1
Cl 1.237 -6.892 4.034 0.0 0.2 0.1
Cl -0.977 -2.389 -3.587 0.9 0.1 0.2
Cl -0.012 -4.809 5.618 0.2 -0.1 -0.1
Cl 1.819 -3.137 -3.351 -0.2 -0.1 0.1
P -1.216 2.961 3.755 -1.2 0.0 0.1
F -0.416 -0.002 0.213 -0.6 1.9 2.0
O -1.605 -1.864 2.212 3.0 -0.2 1.5
O 1.521 3.734 -1.987 -0.7 0.1 0.4
O -2.858 3.478 3.470 1.1 -0.5 -0.3
N -1.296 2.115 5.306 -0.9 1.2 0.3
C 1.478 -5.303 4.790 0.0 0.1 -0.1
C 0.532 -2.093 -2.696 0.0 0.2 0.6
C 0.812 3.130 -0.844 -0.8 1.1 0.3
C 1.633 3.264 0.511 1.2 -0.3 -0.4
C 3.524 0.200 -6.378 -0.1 -0.1 0.2
C -0.460 -1.706 2.693 -2.4 1.4 -0.9
C -4.879 -2.333 -5.714 0.1 0.0 0.1
C 1.410 2.071 1.560 1.0 1.0 0.1
C -0.034 -0.285 3.292 -0.3 -1.8 0.7
H 1.498 4.287 1.008 -0.1 -1.4 -0.8
H 0.895 4.365 -2.396 0.7 -0.7 0.4
H -0.151 3.745 -0.742 1.1 -1.2 0.1
H 1.845 2.437 2.558 -0.5 -0.5 -1.2
H -1.440 2.610 0.714 -0.7 0.6 0.5
H -3.095 3.131 2.581 0.1 0.1 0.8
H 1.100 -0.216 3.437 -1.4 -0.2 0.0
H -2.412 0.662 1.994 -0.4 0.5 0.3
H 0.547 2.063 -1.115 0.4 1.1 0.6
H 0.243 -2.604 2.655 -0.5 1.3 0.1
H 2.063 1.193 1.227 -0.9 0.9 0.4
H 2.743 3.227 0.211 -1.5 0.2 0.2
H -1.008 2.780 6.046 -0.1 -0.5 -0.7
H -2.291 1.929 5.529 0.7 -0.3 -0.4
H -0.571 -0.217 4.301 0.8 0.0 -1.2
```
Forces are in eV/Å.

Output
E_tot: -231119.2121 eV
HOMO-LUMO gap: 6.077 eV
Charge: -1


# 3
Here is an isolated molecule of CH2NOP at a distorted geometry from the OMol25 dataset. Energies are from ωB97M-V/def2-TZVPD.

XYZ file:
```
6
Properties=species:S:1:pos:R:3:forces:R:3
P -0.386 -0.427 -0.483 -0.5 -0.6 0.5
O -1.317 -0.597 0.944 0.7 -1.0 0.9
N -3.695 -0.737 1.405 1.5 0.0 -0.6
C -2.565 -0.699 1.111 -2.1 0.0 0.5
H 0.569 0.187 0.325 0.6 0.2 -0.2
H -1.079 0.735 -0.626 -0.1 1.4 -1.1
```
Forces are in eV/Å.

Output
Energy above the lowest of the compared OMol25 structures with the same formula, charge and spin: 34.13 kcal/mol
Structure (SMILES): N#COP
E_tot: -13893.8916 eV
HOMO-LUMO gap: 10.146 eV
Charge: 0


# 4
Here is an isolated molecule of C4H7N3 at a distorted geometry from the OMol25 dataset. Energies are from ωB97M-V/def2-TZVPD.

XYZ file:
```
14
Properties=species:S:1:pos:R:3:forces:R:3
N 1.625 0.778 -0.226 -1.7 0.3 -2.7
N -1.281 -1.112 0.142 0.9 3.6 1.3
N -2.067 0.016 -0.054 -3.0 -0.6 0.6
C 1.446 -0.646 0.222 1.6 0.7 1.5
C -0.058 -0.646 -0.369 3.1 1.2 5.4
C 0.020 0.850 0.241 0.8 -2.0 -0.7
C -1.486 1.143 -0.089 0.8 2.9 1.8
H 2.321 -1.351 -0.041 -1.6 1.0 0.1
H 1.659 0.758 -1.338 -0.4 0.2 2.8
H 1.553 -0.322 1.443 -0.7 -2.4 -3.1
H -0.206 -0.555 -1.385 1.1 0.3 -2.6
H -2.102 2.209 0.189 1.7 -3.3 -1.4
H -1.679 -1.940 -0.117 -1.4 -2.2 -1.1
H 0.254 0.819 1.381 -1.2 0.3 -1.9
```
Forces are in eV/Å.

Output
Energy above the lowest of the compared OMol25 structures with the same formula, charge and spin: 148.67 kcal/mol
Structure (SMILES): C1=NN[C@@H]2CN[C@@H]12
E_tot: -8725.2325 eV
HOMO-LUMO gap: 10.318 eV
Charge: 0